The following is a quantum chemistry calculation of a structure of composition ClZn2 at a distorted geometry, from OMol25.

HOMO level (alpha / beta) = -33.77 / -33.24 eV
⟨S²⟩ = 0.754
Kohn-Sham gap (alpha / beta) = 9.825 / 8.219 eV
2S+1 = 2
Energy relative to the best compared isomer or geometry (same formula, charge and spin) = 0.000 eV
Charge = +4

Cartesian coordinates (Å):
Zn 10.51695 -15.72066 -2.72849
Zn 11.68893 -19.57250 -6.18467
Cl 11.90854 -17.45306 -4.17935

=====

The following is a quantum chemistry calculation of a structure of composition CrH13O7 at a distorted geometry, from OMol25.

HOMO level (alpha / beta) = -17.37 / -17.37 eV
⟨S²⟩ = 3.826
Kohn-Sham gap (alpha / beta) = 5.315 / 7.032 eV
2S+1 = 4
Energy relative to the best compared isomer or geometry (same formula, charge and spin) = 0.000 eV
Charge = +2

Cartesian coordinates (Å):
Cr -23.82856 29.09979 -17.50993
O -22.08743 28.67410 -17.18118
H -21.38930 28.00922 -17.07821
O -21.03606 25.27840 -15.35926
H -20.65966 26.02689 -14.87660
H -20.76725 25.36289 -16.28143
O -20.66804 27.23543 -19.78035
H -20.64801 26.26842 -19.81410
H -21.28141 27.50938 -19.09837
O -19.43689 29.70436 -16.04476
H -19.26659 30.05414 -16.93118
H -20.30816 29.30813 -16.06381
O -24.06988 29.86266 -15.67394
H -23.28245 29.99874 -15.10019
H -24.78324 30.44097 -15.32496
O -24.63468 27.30060 -16.90684
H -24.23919 26.42464 -17.09178
H -25.44958 27.13828 -16.38724
O -23.90019 28.36842 -19.38628
H -23.43782 28.61468 -20.22058
H -24.37873 27.53256 -19.55695

=====

The following is a quantum chemistry calculation of a structure of composition CsF, from OMol25.

HOMO level = -9.02 eV
Kohn-Sham gap = 8.650 eV
2S+1 = 1
Energy relative to the best compared isomer or geometry (same formula, charge and spin) = 0.000 eV

Cartesian coordinates (Å):
Cs -0.40901 -0.90311 -0.61911
F 0.40901 0.90311 0.61911

=====

The following is a quantum chemistry calculation of a structure of composition Cu2N9O27 at a distorted geometry, from OMol25.

HOMO level (alpha / beta) = 5.63 / 5.64 eV
⟨S²⟩ = 2.010
Kohn-Sham gap (alpha / beta) = 1.447 / 1.440 eV
2S+1 = 3
Charge = -5

Cartesian coordinates (Å):
Cu 2.14476 -4.71564 2.15724
Cu -0.38009 -0.75100 0.86303
N -2.13049 4.75580 0.14618
O -2.52161 4.29732 -0.92425
O -2.41318 6.04488 0.29998
O -1.47797 4.11129 0.90328
N -0.32208 2.55857 -3.46671
O 0.67534 3.08756 -3.89906
O -0.47569 1.28760 -3.46967
O -1.30642 3.34771 -3.34081
N -0.83693 0.85485 3.66795
O -1.33180 0.46480 4.70911
O -0.43107 0.02226 2.91431
O -0.81015 1.97090 3.45696
N -3.27937 0.47065 -0.51176
O -2.43440 0.12890 0.28095
O -4.42705 0.62122 -0.20160
O -2.96701 0.54624 -1.75865
N 0.97354 2.24937 0.29990
O 1.84797 2.65728 -0.52056
O 0.98104 2.77370 1.40471
O 0.18791 1.38788 0.00499
N -1.12414 -3.54215 1.44189
O -1.64102 -4.63408 1.49054
O -1.67401 -2.49574 1.52916
O 0.10316 -3.46071 1.30657
N -0.14517 -2.16627 -2.13091
O 0.15479 -1.49749 -1.11008
O -1.18407 -1.77767 -2.74933
O 0.47427 -3.18268 -2.31299
N 3.12806 -0.21410 0.93948
O 3.60107 0.11324 -0.12212
O 3.86484 -0.28235 1.76227
O 1.94303 -0.67564 0.89365
N 3.28853 -3.58704 -0.93821
O 3.02613 -3.58160 0.20585
O 2.87594 -4.37976 -1.75734
O 4.04348 -2.80819 -1.46390